(1)
Entry from the Open Molecules 2025 dataset: an isolated molecule of C18H20Cl2N2O (wB97M-V/def2-TZVPD).

Calculated total energy, eV: -49045.471
HOMO-LUMO gap, eV: 7.86
Structure (SMILES): CN(C)[C@@H](CNC(=O)Cc1c(Cl)cccc1Cl)c1ccccc1

Structure (ORCA input):
```
! RIJCOSX wB97M-V def2-TZVPD def2/J DEFGRID3
* xyz 0 1
C -1.205 -1.880 1.705
N -0.734 -1.857 0.214
C 0.541 -2.428 0.005
C -0.989 -0.603 -0.119
C -0.395 -0.286 -1.843
N 0.874 -0.055 -1.826
C 1.299 1.160 -2.205
O 0.528 2.181 -2.308
C 2.836 1.426 -1.739
C 2.979 0.997 -0.182
C 3.486 -0.318 0.156
Cl 4.112 -1.482 -1.074
C 3.725 -0.472 1.348
C 3.280 0.065 2.356
C 2.818 1.496 1.991
C 2.621 1.981 0.419
Cl 1.905 3.208 0.223
C -2.299 0.144 -0.272
C -3.449 -0.576 -0.641
C -4.618 -0.085 -0.472
C -4.871 1.455 0.024
C -3.806 2.080 0.291
C -2.417 1.238 0.204
H -2.141 -1.476 1.917
H -0.655 -1.297 2.496
H -1.433 -2.961 1.970
H 0.370 -3.543 0.449
H 0.619 -2.823 -1.180
H 1.164 -2.071 0.564
H -0.297 0.280 0.379
H -1.040 0.454 -1.980
H -0.782 -1.277 -2.272
H 1.586 -0.789 -1.790
H 3.091 2.283 -1.970
H 3.464 0.863 -2.410
H 4.113 -1.484 1.594
H 3.324 -0.045 3.272
H 2.428 2.209 2.773
H -3.302 -1.664 -0.822
H -5.486 -0.772 -0.716
H -5.867 1.663 0.193
H -3.826 2.979 0.629
H -1.552 2.081 0.652
*
```

(2)
Entry from the Open Molecules 2025 dataset: an isolated molecule of C4H8N2O2 (wB97M-V/def2-TZVPD).

Calculated total energy, eV: -11349.363
HOMO-LUMO gap, eV: 8.82
Structure (SMILES): [H]/N=C(\N)OC(=C)OC

Structure (ORCA input):
```
! RIJCOSX wB97M-V def2-TZVPD def2/J DEFGRID3
* xyz 0 1
H -2.616 -0.897 0.107
N -2.363 0.005 -0.280
C -1.255 0.315 -0.757
N -0.962 0.513 -2.055
O -0.448 1.481 0.245
C 0.681 0.863 0.531
C 1.600 1.132 1.463
O 0.777 -0.352 -0.271
C 0.648 -1.594 0.423
H -1.738 0.786 -2.642
H -0.118 1.042 -2.226
H 2.469 0.502 1.593
H 1.433 1.955 2.143
H 1.641 -1.908 0.750
H 0.286 -2.327 -0.300
H -0.035 -1.517 1.274
*
```

(3)
Entry from the Open Molecules 2025 dataset: an isolated molecule of CH2N4 (wB97M-V/def2-TZVPD).

Calculated total energy, eV: -7025.980
HOMO-LUMO gap, eV: 10.77
Structure (SMILES): [H]/N=N/NC#N

Structure (ORCA input):
```
! RIJCOSX wB97M-V def2-TZVPD def2/J DEFGRID3
* xyz 0 1
H 2.590 0.369 -0.137
N 1.676 -0.088 -0.610
N 0.693 0.243 0.092
N -0.473 -0.020 -0.427
C -1.553 -0.062 0.742
N -2.268 0.092 1.597
H -0.667 -0.535 -1.258
*
```

(4)
Entry from the Open Molecules 2025 dataset: a structure of composition C7H15BF3I2NO3P (wB97M-V/def2-TZVPD).

Calculated total energy, eV: -49447.184
HOMO-LUMO gap, eV: 9.51

Structure (ORCA input):
```
! RIJCOSX wB97M-V def2-TZVPD def2/J DEFGRID3
* xyz 1 1
C 4.101 0.825 0.175
C 2.644 0.788 0.628
I 1.924 2.808 0.595
C 1.793 -0.181 -0.211
I 2.373 -0.380 -2.281
P -0.014 0.180 -0.185
C -0.850 -1.345 -0.763
C -2.388 -1.236 -0.603
C -2.918 -1.972 0.592
F -3.663 -1.173 1.329
F -1.961 -2.438 1.375
F -3.663 -2.975 0.253
C -0.582 1.491 -1.407
O -1.291 0.948 -2.479
O -0.518 1.100 -3.643
B -0.699 0.513 1.603
N -0.286 -0.330 2.699
O -1.552 1.525 1.667
H 4.485 -0.166 -0.027
H 4.195 1.472 -0.680
H 4.705 1.282 0.945
H 2.643 0.423 1.641
H 1.918 -1.165 0.218
H -0.420 -2.230 -0.315
H -0.633 -1.387 -1.820
H -2.824 -1.600 -1.514
H -2.632 -0.188 -0.523
H 0.256 2.078 -1.739
H -1.253 2.133 -0.846
H -0.240 0.190 -3.818
H 0.284 0.159 3.383
H -1.059 -0.785 3.173
H -1.872 1.637 2.576
*
```